The following is a quantum chemistry calculation of a single C28H31N3O6 molecule, from the OMol25 dataset.

Structure (XYZ):
```
68
Properties=species:S:1:pos:R:3:forces:R:3
C -4.4249 -3.8621 -0.3683 0.15 0.13 -0.14
C -3.2857 -2.9269 -0.7488 -0.04 0.02 0.26
C -2.8790 -2.0557 0.4409 -0.10 -0.26 -0.12
N -1.7956 -1.1555 0.1328 -0.08 0.15 -0.14
C -0.5253 -1.3424 0.5848 -0.05 -0.08 0.05
O -0.1496 -2.2509 1.2943 0.21 -0.13 0.12
C 0.2677 -0.2157 0.0332 -0.05 0.44 -0.37
C 1.6087 0.0756 0.1913 -0.12 0.05 -0.08
C 2.1093 1.2163 -0.4328 -0.28 -0.02 0.06
C 3.5418 1.6418 -0.3229 -0.05 -0.13 0.00
O 3.8600 2.8134 -0.3596 0.05 0.09 -0.04
N 4.4093 0.6000 -0.2065 -0.23 -0.41 0.03
C 5.8040 0.6266 -0.0857 0.51 0.35 0.06
C 6.5370 1.7969 -0.0063 -0.36 0.02 -0.03
C 7.9184 1.7373 0.1147 0.35 -0.32 0.03
C 8.5852 0.5263 0.1588 0.06 -0.05 0.00
O 9.9340 0.3692 0.2748 -0.29 -0.26 -0.03
C 10.7318 1.5228 0.3580 0.10 0.18 0.01
C 7.8376 -0.6714 0.0794 0.18 0.06 0.02
O 8.5638 -1.8211 0.1302 0.04 0.44 0.01
C 7.8832 -3.0478 0.0555 -0.13 -0.20 -0.01
C 6.4633 -0.6060 -0.0415 0.09 -0.08 0.01
C 1.2556 2.0430 -1.1642 0.06 0.01 -0.01
C -0.0880 1.7431 -1.3243 -0.01 -0.07 0.02
C -0.5696 0.5968 -0.7264 0.37 -0.37 0.32
C -1.9624 0.0286 -0.7101 -0.16 -0.14 0.00
N -2.9151 0.9720 -0.1959 0.28 0.33 0.10
C -4.2902 0.7804 -0.3508 -0.46 0.02 -0.13
C -4.8506 0.3197 -1.5360 0.19 0.01 0.12
C -6.2211 0.2025 -1.6425 -0.23 0.07 0.34
C -7.0820 0.5385 -0.6041 0.03 0.01 -0.14
O -8.4060 0.3312 -0.8772 0.31 -0.20 0.01
C -9.4083 0.9466 -0.1010 -0.41 0.13 0.16
C -6.5237 1.0168 0.5957 -0.24 -0.01 -0.01
O -7.3706 1.3354 1.6274 0.08 -0.25 -0.53
C -6.8338 1.8785 2.8065 0.10 0.09 0.23
C -5.1439 1.1278 0.6951 0.11 0.02 0.03
H -5.2972 -3.2886 -0.0619 -0.14 0.01 0.05
H -4.7038 -4.4848 -1.2145 -0.09 -0.09 -0.02
H -4.1292 -4.5098 0.4536 -0.02 -0.10 0.10
H -3.6078 -2.2892 -1.5742 0.06 0.02 -0.08
H -2.4198 -3.5047 -1.0782 0.04 0.05 -0.05
H -2.5267 -2.6896 1.2593 -0.09 0.09 -0.03
H -3.7443 -1.4778 0.7833 0.08 -0.08 0.05
H 2.2157 -0.5623 0.8168 0.08 -0.07 0.07
H 4.0122 -0.3284 -0.2448 -0.02 0.24 -0.05
H 6.0378 2.7493 -0.0405 -0.02 0.02 0.00
H 8.4661 2.6635 0.1744 0.10 0.06 0.01
H 10.4841 2.1227 1.2403 0.00 -0.01 -0.04
H 11.7566 1.1648 0.4432 -0.05 0.08 0.00
H 10.6392 2.1436 -0.5396 -0.01 -0.01 0.04
H 7.1844 -3.1747 0.8895 0.02 0.02 -0.04
H 8.6538 -3.8146 0.1146 -0.09 0.02 -0.01
H 7.3422 -3.1534 -0.8913 0.01 0.02 0.04
H 5.8778 -1.5111 -0.1028 -0.01 -0.14 0.00
H 1.6756 2.9340 -1.6060 0.04 0.07 -0.02
H -0.7394 2.3879 -1.8933 -0.06 0.10 -0.06
H -2.2782 -0.2711 -1.7166 0.06 0.06 0.14
H -2.6656 1.2961 0.7307 0.03 -0.04 -0.10
H -4.2338 0.0696 -2.3841 0.07 -0.01 -0.10
H -6.6681 -0.1574 -2.5554 -0.08 -0.03 -0.11
H -9.4763 0.5106 0.8978 -0.02 0.07 -0.12
H -10.3377 0.7643 -0.6409 0.04 0.04 0.05
H -9.2456 2.0236 -0.0135 -0.02 -0.04 0.00
H -7.6913 2.0899 3.4441 0.10 0.01 0.00
H -6.1746 1.1685 3.3170 -0.01 0.04 -0.03
H -6.2903 2.8091 2.6134 -0.01 -0.05 0.00
H -4.7010 1.4885 1.6111 0.00 0.02 0.12
```
Forces are in eV/Å.

energy relative to the best compared isomer or geometry (same formula, charge and spin) = 1.167 eV
LUMO energy = 0.4293 eV
SMILES = CCCN1C(=O)c2cc(C(=O)Nc3ccc(OC)c(OC)c3)ccc2[C@@H]1Nc1ccc(OC)c(OC)c1
E_tot = -1701.2830 hartree
HOMO = -7.7 eV
Kohn-Sham gap = 8.1 eV
multiplicity = 1

Löwdin atomic charge list, values in e, 6 entries: number 1, C, carries -0.103; number 2, C, carries -0.229; number 3, C, carries -0.145; number 4, N, carries 0.007; number 5, C, carries -0.400; number 6, O, carries 0.084

=====

The following is a quantum chemistry calculation of a 3-piece molecular cluster, C5H12NOS overall at a distorted geometry, from the OMol25 dataset.

Structure (XYZ):
```
20
Properties=species:S:1:pos:R:3:forces:R:3
C 1.3930 0.2653 0.6975 0.16 -0.11 -0.68
C 0.0673 -0.3121 0.1704 0.41 -0.20 1.32
C -0.3861 0.4374 -1.0761 -0.53 -0.11 -1.45
C -0.7237 1.8931 -0.8657 -0.69 1.08 1.09
S -1.7568 3.9350 -3.1826 0.27 -0.59 0.60
N 0.2541 -1.7116 -0.0321 0.38 -0.06 -0.71
C 0.1160 -2.6249 1.7993 -0.08 -0.14 -1.05
O 0.8148 -2.0624 2.6396 0.10 0.46 0.62
H 1.9454 -0.4981 1.2255 -0.31 -0.06 0.67
H 1.2836 1.1879 1.2642 0.06 0.04 0.19
H 2.0419 0.4402 -0.1615 0.01 0.37 -0.31
H -0.6985 -0.1538 0.9606 -0.12 0.32 -0.07
H -1.2545 -0.0918 -1.5216 0.10 0.34 0.44
H 0.3600 0.3434 -1.8675 0.38 -0.01 0.20
H -1.0445 2.4261 -1.8223 -0.06 0.02 -0.37
H -1.5748 2.0192 -0.1680 0.14 -0.20 -0.46
H 0.0339 2.5602 -0.4148 0.15 -0.62 -0.51
H -0.3895 -2.0142 -0.7696 -0.21 -0.27 0.48
H 0.5118 -3.5442 1.3331 -0.43 -0.13 -0.05
H -0.9935 -2.4945 1.7915 0.26 -0.15 0.04
```
Forces are in eV/Å.

energy relative to the best compared isomer or geometry (same formula, charge and spin) = 6.432 eV
LUMO energy = -0.4799 eV
net charge = -1
E_tot = -725.7182 hartree
HOMO = -3.1 eV
Kohn-Sham gap = 2.6 eV
multiplicity = 1

Löwdin atomic charge list, values in e, 6 entries: number 1, C, carries -0.090; number 2, C, carries -0.563; number 3, C, carries -0.248; number 4, C, carries -0.134; number 5, S, carries -0.083; number 6, N, carries -0.065

=====

What is the multiplicity in the first record?
1

=====

Which of these has the lowest Kohn-Sham gap?
C5H12NOS